A cluster of 2 separate species, C3H8N2O2 in total in a non-equilibrium geometry. Source: OMol25; level of theory: the ωB97M-V functional and the def2-TZVPD basis.

```
15
Properties=species:S:1:pos:R:3
C 0.199 -1.299 -0.173
C -2.533 0.188 -0.326
C 1.631 0.644 -0.077
N -0.093 0.210 1.491
N 0.467 -0.212 0.442
O -2.699 -0.858 0.218
O -1.789 1.196 0.075
H -0.435 -1.903 0.493
H 0.575 -1.624 -1.209
H -3.181 0.381 -1.305
H 2.057 -0.035 -0.734
H 1.165 1.487 -0.383
H 2.252 0.925 0.730
H -0.760 -0.377 1.931
H -1.103 1.140 0.882
```

Properties
Lowest unoccupied orbital energy (spin up / spin down) ... 0.95 / -1.48 eV
Frontier orbital gap (spin up / spin down) ... 6.75 / 8.80 eV
2S+1 ... 3
⟨S²⟩ ... 2.007
E_HOMO (spin up / spin down) ... -5.80 / -10.28 eV
Total energy ... -378.87953 a.u.
Relative energy (zero: lowest compared OMol25 entry of this formula, charge and spin) ... 51.9 kcal per mole

***

A structure of composition C11H25N2O2S in a non-equilibrium geometry. Source: OMol25; level of theory: the ωB97M-V functional and the def2-TZVPD basis.

```
41
Properties=species:S:1:pos:R:3
C -0.588 -1.802 -2.928
C -0.008 -2.450 -1.758
N 0.856 -1.595 -0.917
C 2.086 -1.233 -1.884
C 2.687 0.030 -1.536
H 2.187 0.794 -1.381
H 3.799 0.287 -2.175
H 3.194 -0.257 -0.417
H 1.710 -1.166 -2.914
H 2.796 -2.084 -1.930
C 1.400 -2.373 0.388
C 0.191 -2.804 1.207
H -0.350 -3.465 0.683
H 0.758 -2.911 2.239
C -0.911 -1.593 1.393
N -0.012 -0.309 1.782
H 0.530 -0.353 2.473
C -0.950 0.806 2.167
C -2.101 1.158 1.213
H -2.550 1.938 1.426
H -2.628 0.264 0.623
S -0.641 1.703 -0.072
O -0.255 0.640 -0.816
O -1.181 2.851 -0.845
C 0.212 2.205 1.137
C -0.209 2.090 2.458
H -0.787 2.964 2.598
H 0.551 1.795 3.299
H 1.489 1.792 0.822
H 0.664 3.493 0.891
H -1.659 0.494 3.221
H -1.471 -1.435 0.460
H -1.493 -1.906 2.266
H 1.999 -3.056 -0.078
H 1.993 -1.453 0.661
H 0.421 -0.831 -0.686
H -0.876 -2.985 -1.159
H 0.888 -3.359 -2.101
H -1.480 -2.491 -3.263
H -0.883 -1.024 -2.573
H 0.123 -1.583 -3.823
```

Properties
Lowest unoccupied orbital energy ... -2.45 eV
Frontier orbital gap ... 9.85 eV
E_HOMO ... -12.30 eV
Total energy ... -1091.58198 a.u.
Charge ... +1
Relative energy (zero: lowest compared OMol25 entry of this formula, charge and spin) ... 310.2 kcal per mole

***

A cluster of 2 separate species, C4H13NO in total in a non-equilibrium geometry. Source: OMol25; level of theory: the ωB97M-V functional and the def2-TZVPD basis.

```
19
Properties=species:S:1:pos:R:3
C -0.035 -1.781 -0.518
N -0.769 -0.424 -0.538
C 0.204 0.740 -0.367
C 1.442 0.731 -1.290
C 0.631 0.964 1.124
H 0.590 -1.496 0.357
H 0.469 -2.053 -1.421
H -0.776 -2.562 -0.224
H -1.185 -0.364 -1.459
H -0.461 1.569 -0.713
H 2.114 1.564 -1.492
H 1.217 0.268 -2.231
H 2.016 -0.017 -0.857
H 0.056 2.040 1.495
H 1.661 1.162 1.298
H 0.264 0.244 1.781
O -2.628 0.081 1.604
H -1.989 -0.286 1.071
H -2.821 -0.379 2.382
```

Properties
Lowest unoccupied orbital energy ... 0.94 eV
Frontier orbital gap ... 10.51 eV
SMILES ... CNC(C)C.O
E_HOMO ... -9.57 eV
Total energy ... -290.12848 a.u.
Relative energy (zero: lowest compared OMol25 entry of this formula, charge and spin) ... 43.0 kcal per mole

***

A structure of composition C30H41CuFN5S2 in a non-equilibrium geometry. Source: OMol25; level of theory: the ωB97M-V functional and the def2-TZVPD basis.

```
80
Properties=species:S:1:pos:R:3
Cu 0.260 0.757 0.308
C -1.452 -3.376 -1.228
C -0.500 -2.571 -2.115
C -1.094 -1.199 -2.427
C 0.884 -2.501 -1.510
C 1.918 -3.114 -2.205
C 3.194 -3.197 -1.680
C 3.447 -2.675 -0.427
C 2.448 -2.045 0.299
C 2.782 -1.459 1.653
C 3.874 -0.394 1.520
C 3.219 -2.545 2.641
C 1.158 -1.929 -0.254
N 0.167 -1.221 0.456
C -0.374 -1.809 1.542
C -0.182 -3.173 1.871
C -0.814 -3.751 2.946
C -1.662 -3.007 3.759
C -1.874 -1.665 3.474
C -1.245 -1.097 2.394
F -1.451 0.236 2.153
H -2.352 -3.618 -1.787
H -1.724 -2.813 -0.341
H -0.988 -4.309 -0.917
H -0.402 -3.114 -3.062
H -1.213 -0.612 -1.519
H -2.071 -1.332 -2.884
H -0.458 -0.674 -3.137
H 1.710 -3.551 -3.171
H 3.983 -3.681 -2.233
H 4.434 -2.768 -0.003
H 1.892 -0.967 2.059
H 4.802 -0.825 1.153
H 4.065 0.052 2.493
H 3.559 0.384 0.825
H 4.098 -3.075 2.283
H 2.418 -3.264 2.797
H 3.460 -2.088 3.599
H 0.464 -3.763 1.240
H -0.656 -4.797 3.161
H -2.158 -3.462 4.600
H -2.522 -1.057 4.085
C -4.531 -1.110 -1.320
C -4.127 0.264 -0.985
N -3.039 0.609 -0.465
C -2.951 1.976 -0.079
C -4.146 2.686 -0.622
S -5.271 1.633 -1.287
C -1.070 3.155 0.904
C -0.965 4.625 0.993
S 0.518 5.111 1.644
C 1.083 3.443 1.624
N 0.230 2.596 1.183
C 2.439 3.127 2.119
H -3.827 -1.802 -0.866
H -4.542 -1.251 -2.399
H -5.536 -1.310 -0.952
H -4.376 3.722 -0.469
H -1.760 5.319 0.820
H 2.965 4.035 2.398
H 3.007 2.598 1.357
H 2.365 2.476 2.991
N -1.639 2.563 -0.293
C -1.519 3.262 -1.578
C -0.183 3.950 -1.902
C 0.829 3.179 -2.758
C 1.809 2.296 -1.993
N 1.185 1.054 -1.518
H -3.043 1.947 1.042
H -1.739 2.759 1.720
H -2.300 4.034 -1.637
H -1.739 2.517 -2.348
H 0.313 4.272 -0.992
H -0.434 4.855 -2.457
H 1.422 3.915 -3.305
H 0.314 2.577 -3.509
H 2.215 2.852 -1.143
H 2.646 2.064 -2.662
H 1.876 0.309 -1.475
H 0.480 0.764 -2.189
```

Properties
Lowest unoccupied orbital energy (spin up / spin down) ... -6.02 / -5.96 eV
Frontier orbital gap (spin up / spin down) ... 2.44 / 2.50 eV
2S+1 ... 2
⟨S²⟩ ... 0.760
E_HOMO (spin up / spin down) ... -8.46 / -8.46 eV
Total energy ... -3977.92377 a.u.
Charge ... +1

***

A cluster of 4 separate species, H7O3S in total in a non-equilibrium geometry. Source: OMol25; level of theory: the ωB97M-V functional and the def2-TZVPD basis.

```
11
Properties=species:S:1:pos:R:3
S -0.009 1.524 1.321
H -1.010 2.211 1.899
H 1.813 -1.644 -2.698
H 0.753 -0.884 -3.381
O 1.120 -1.790 -3.369
H -0.869 -0.198 -1.761
H 0.338 0.640 -1.347
O -0.245 0.459 -2.100
H -1.313 -0.277 4.153
H -0.217 0.317 3.285
O -0.361 -0.357 3.997
```

Properties
Lowest unoccupied orbital energy ... 3.73 eV
Frontier orbital gap ... 7.07 eV
E_HOMO ... -3.33 eV
Total energy ... -628.15719 a.u.
Charge ... -1
Relative energy (zero: lowest compared OMol25 entry of this formula, charge and spin) ... 13.8 kcal per mole

***

A cluster of 12 separate species, C24H72O15 in total in a non-equilibrium geometry. Source: OMol25; level of theory: the ωB97M-V functional and the def2-TZVPD basis.

```
111
Properties=species:S:1:pos:R:3
O 2.006 -1.450 -6.569
C 3.310 -1.462 -6.100
C 4.251 -2.015 -7.206
O 4.596 -0.977 -8.169
H 1.491 -1.187 -5.802
H 3.670 -0.438 -6.000
H 3.531 -1.958 -5.155
H 3.747 -2.800 -7.770
H 5.121 -2.481 -6.743
H 4.017 -1.066 -8.930
O 8.782 -3.990 2.251
C 8.226 -3.030 1.284
C 7.498 -3.852 0.200
O 6.071 -3.883 0.525
H 8.050 -4.309 2.783
H 7.669 -2.278 1.842
H 9.010 -2.373 0.908
H 7.824 -4.891 0.151
H 7.501 -3.357 -0.771
H 5.616 -4.693 0.284
O -0.821 -0.060 -1.152
C -0.255 -0.658 0.027
C 0.819 0.121 0.745
O 2.001 0.324 -0.042
H -0.957 0.875 -0.983
H -0.995 -1.061 0.719
H 0.094 -1.639 -0.295
H 1.075 -0.454 1.635
H 0.394 1.062 1.094
H 2.512 -0.488 0.008
C -2.976 5.810 -7.124
C -2.109 4.600 -7.535
O -0.876 4.807 -6.825
H -3.812 5.884 -7.819
H -2.457 6.717 -7.434
H -3.221 6.039 -6.087
H -2.001 4.651 -8.618
H -2.501 3.623 -7.251
H -0.765 4.464 -5.935
C -9.667 -1.083 5.377
C -8.907 -0.230 4.362
O -8.375 -1.171 3.411
H -9.104 -1.783 5.994
H -10.539 -1.555 4.925
H -10.067 -0.468 6.183
H -8.148 0.410 4.811
H -9.662 0.469 4.002
H -7.546 -0.906 3.005
C -1.836 4.020 6.507
C -2.124 5.551 6.086
O -3.156 5.530 5.129
H -2.589 3.820 7.270
H -0.858 3.880 6.968
H -1.941 3.396 5.619
H -1.214 6.037 5.735
H -2.441 6.060 6.997
H -3.375 6.464 5.088
C 7.246 6.119 -1.651
C 8.120 5.109 -0.752
O 7.310 4.516 0.250
H 7.861 6.893 -2.110
H 6.394 6.580 -1.152
H 6.819 5.592 -2.504
H 8.832 5.790 -0.287
H 8.786 4.435 -1.292
H 6.738 3.777 0.030
C -6.794 5.850 -0.435
C -6.015 4.559 0.040
O -4.648 4.675 -0.121
H -6.802 6.525 0.420
H -7.828 5.539 -0.581
H -6.437 6.297 -1.363
H -6.354 3.712 -0.557
H -6.232 4.390 1.095
H -4.408 5.070 0.721
C -2.699 -4.823 4.928
C -1.631 -4.063 5.800
O -0.594 -4.915 6.214
H -2.350 -5.079 3.927
H -3.661 -4.335 4.770
H -3.035 -5.710 5.464
H -2.183 -3.768 6.692
H -1.230 -3.174 5.313
H -0.910 -5.732 6.608
C -6.301 -4.037 -6.164
C -5.689 -2.930 -5.390
O -5.492 -3.498 -4.127
H -5.670 -4.897 -6.387
H -6.575 -3.631 -7.137
H -7.243 -4.355 -5.719
H -6.348 -2.077 -5.229
H -4.747 -2.522 -5.758
H -4.765 -3.065 -3.673
C -0.228 -6.957 -3.910
C -0.294 -7.468 -2.514
O 0.992 -7.665 -2.113
H 0.497 -6.143 -3.937
H -1.198 -6.486 -4.068
H 0.132 -7.621 -4.696
H -0.873 -8.391 -2.492
H -0.679 -6.784 -1.757
H 1.004 -8.355 -1.446
C 8.149 1.397 6.616
C 6.692 1.789 7.020
O 5.838 0.691 6.770
H 8.316 1.325 5.542
H 8.597 0.472 6.980
H 8.775 2.237 6.915
H 6.306 2.615 6.423
H 6.734 2.095 8.066
H 6.186 -0.136 7.111
```

Properties
Lowest unoccupied orbital energy ... 0.06 eV
Frontier orbital gap ... 10.09 eV
SMILES ... OCCO.OCCO.OCCO.CCO.CCO.CCO.CCO.CCO.CCO.CCO.CCO.CCO
E_HOMO ... -10.03 eV
Total energy ... -2085.87734 a.u.
Relative energy (zero: lowest compared OMol25 entry of this formula, charge and spin) ... 114.0 kcal per mole

***

A structure of composition C20H22HgN2O3 in a non-equilibrium geometry. Source: OMol25; level of theory: the ωB97M-V functional and the def2-TZVPD basis.

```
48
Properties=species:S:1:pos:R:3
C -2.205 0.803 3.581
C -1.865 -0.667 3.655
H -1.231 1.292 3.467
H -2.975 1.283 4.212
H -2.596 0.964 2.543
H -2.108 -0.953 2.617
H -0.873 -1.055 3.877
H -2.613 -1.200 4.222
C 0.130 2.276 -1.767
C 0.466 3.146 -2.780
C 0.645 2.667 -4.082
C 0.504 1.292 -4.305
H -0.040 2.573 -0.748
H 0.577 4.183 -2.485
H 0.902 3.342 -4.888
H 0.606 0.833 -5.268
N -0.011 0.977 -2.032
C 0.213 0.450 -3.236
C 0.057 -1.006 -3.337
N -0.352 -1.626 -2.227
C -0.572 -2.934 -2.186
C 0.095 -3.132 -4.499
C -0.325 -3.708 -3.303
H -0.966 -3.342 -1.278
H -0.479 -4.760 -3.175
C 0.254 -1.759 -4.490
H 0.554 -1.223 -5.373
H 0.306 -3.751 -5.381
Hg -1.372 -0.261 -0.743
C -3.443 -0.041 -1.271
H -3.857 -0.996 -1.550
H -3.575 0.667 -2.075
H -3.816 0.310 -0.309
O 2.562 2.514 2.297
C 2.322 1.350 2.932
C 2.519 1.290 4.326
C 2.208 0.108 5.031
C 1.848 -1.057 4.303
C 1.749 -1.001 2.911
C 1.883 0.220 2.210
C 1.524 0.387 0.745
O 1.816 1.509 0.185
O 0.950 -0.604 0.211
H 2.232 2.364 1.358
H 2.900 2.186 4.820
H 2.227 0.058 6.128
H 1.671 -2.029 4.786
H 1.555 -1.937 2.366
```

Properties
Lowest unoccupied orbital energy ... -0.67 eV
Frontier orbital gap ... 6.89 eV
E_HOMO ... -7.56 eV
Total energy ... -1263.91255 a.u.
Relative energy (zero: lowest compared OMol25 entry of this formula, charge and spin) ... 3.7 kcal per mole

***

A cluster of 2 separate species, C19H16F2N in total in a non-equilibrium geometry. Source: OMol25; level of theory: the ωB97M-V functional and the def2-TZVPD basis.

```
38
Properties=species:S:1:pos:R:3
F 3.127 1.871 2.473
C 2.747 2.157 1.188
C 3.731 2.368 0.217
C 3.343 2.660 -1.099
C 2.001 2.775 -1.422
C 1.006 2.597 -0.442
C -0.325 2.834 -0.865
C -1.502 2.287 -0.311
C -2.584 2.111 -1.202
C -3.791 1.599 -0.771
C -3.971 1.228 0.572
C -2.895 1.380 1.462
F -3.067 0.985 2.767
C -1.672 1.911 1.077
C 1.388 2.224 0.899
H 4.774 2.329 0.491
H 4.073 2.755 -1.893
H 1.660 2.992 -2.429
H -0.405 2.987 -1.955
H -2.395 2.380 -2.239
H -4.581 1.441 -1.507
H -4.922 0.869 0.923
H -0.894 2.053 1.829
H 0.666 2.027 1.687
C -0.871 9.130 -1.532
C -0.757 7.640 -1.455
C 0.000 7.036 -0.440
C 0.074 5.637 -0.404
N -0.524 4.868 -1.300
C -1.264 5.421 -2.259
C -1.410 6.813 -2.387
H -1.490 9.422 -2.395
H -1.333 9.527 -0.608
H 0.130 9.591 -1.635
H 0.524 7.610 0.315
H 0.640 5.132 0.380
H -1.761 4.759 -2.951
H -2.021 7.211 -3.191
```

Properties
Lowest unoccupied orbital energy ... -4.89 eV
Frontier orbital gap ... 7.88 eV
E_HOMO ... -12.77 eV
Total energy ... -987.81999 a.u.
Charge ... +1
Relative energy (zero: lowest compared OMol25 entry of this formula, charge and spin) ... 7.3 kcal per mole

***

- Among the records above, which one has the lowest total energy?
  C30H41CuFN5S2